Computed, not measured: a cluster of 10 separate species, C39H95ClN9O9 in total in a non-equilibrium geometry, with the ωB97M-V functional and the def2-TZVPD basis.

## Properties
- ΔE to the lowest compared entry with this formula, charge and spin: 0.0 kcal per mole
- LUMO energy: 2.18 eV
- HOMO: -6.160 eV
- Net charge: -1

The geometry in XYZ format:
```
153
Properties=species:S:1:pos:R:3:forces:R:3:mulliken_charge:R:1
Cl -0.3122 -0.2789 0.7658 1.21 0.42 0.60 0.84
O 0.8637 -0.0118 1.5951 -0.54 0.28 -0.01 -0.80
O -0.0352 0.2221 -0.5614 0.13 -0.55 -0.69 -0.29
O -0.5516 -1.6938 0.8199 -0.32 0.23 -0.51 -0.40
O -1.4575 0.4649 1.2323 -0.44 -0.02 0.66 -0.13
C 0.1042 0.1873 -4.1735 0.21 0.58 -0.11 -0.29
C -0.9769 0.1143 -5.2298 0.02 0.34 -0.49 -0.92
N -0.5322 -0.6842 -6.3794 -0.90 0.06 -0.13 0.54
C -1.6548 -1.1802 -7.1779 0.19 -0.55 -0.45 -0.43
C -2.4560 -2.2798 -6.5061 -0.03 0.00 0.23 -1.34
C 0.3677 0.0444 -7.2371 2.20 0.30 -0.10 -0.52
C 1.3776 -0.9238 -7.9178 -1.35 -0.12 0.33 -1.34
H -0.1767 0.8496 -3.3517 -0.25 -0.45 0.27 -0.28
H 1.0119 0.6675 -4.5508 -0.01 -0.21 -0.25 0.24
H 0.3622 -0.8191 -3.8500 -0.05 0.09 0.33 0.26
H -1.8966 -0.2963 -4.8093 0.16 -0.26 -0.01 0.33
H -1.2651 1.1130 -5.5976 0.07 0.16 0.19 0.16
H -2.3277 -0.3831 -7.5296 0.00 0.25 0.22 0.29
H -1.2392 -1.6019 -8.0963 0.12 0.05 0.02 0.44
H -1.8013 -3.0554 -6.1063 0.08 0.19 0.19 0.31
H -3.0656 -1.8556 -5.7072 -0.05 -0.32 0.08 0.28
H -3.1086 -2.7976 -7.2109 -0.14 0.28 -0.09 0.43
H 1.0329 0.7063 -6.6691 -0.34 -0.13 0.50 0.31
H -0.0755 0.7722 -7.9349 -0.54 -0.45 -0.23 0.41
H 0.8139 -1.6368 -8.5231 0.26 0.07 -0.36 0.37
H 1.8048 -1.5298 -7.1197 0.33 0.17 -0.01 0.30
H 2.1393 -0.4165 -8.5045 -0.01 0.01 -0.03 0.40
C -4.3945 2.7036 1.5554 -0.19 -0.25 -0.76 -0.99
C -4.0797 3.2201 2.9506 0.01 -0.05 -0.33 -0.32
N -3.9106 4.6778 3.0237 0.05 -0.55 -0.28 0.03
C -2.9605 5.1387 2.0334 0.75 0.98 -1.23 -1.35
C -1.5767 4.4820 2.0638 0.11 -0.56 0.94 -0.22
C -3.6099 5.0968 4.3771 -0.76 0.32 0.34 -0.10
C -3.8819 6.5742 4.6171 1.04 0.79 -0.33 -1.49
H -5.0273 3.3681 0.9616 -0.32 0.03 0.39 0.44
H -4.8785 1.7296 1.6406 -0.17 0.08 0.00 0.26
H -3.5567 2.5050 0.8822 0.42 0.17 0.48 -0.19
H -4.9074 2.9471 3.6067 0.00 0.09 0.10 0.67
H -3.1994 2.6658 3.3042 0.08 0.09 0.21 0.11
H -3.3633 5.0513 1.0190 -0.25 -0.41 0.17 0.31
H -2.8255 6.2256 2.0842 -0.13 -0.05 0.52 0.48
H -1.2516 4.4636 3.1119 0.16 -0.10 -0.07 0.25
H -1.6163 3.4405 1.7358 0.02 0.01 -0.06 -0.17
H -0.7627 4.9655 1.5238 -0.37 0.31 -0.29 0.48
H -2.5768 4.8812 4.6829 -0.02 -0.18 0.10 0.05
H -4.2908 4.5552 5.0398 0.21 -0.28 -0.07 0.49
H -3.0548 7.1599 4.1947 -0.12 0.03 -0.05 0.33
H -3.8653 6.8357 5.6766 -0.20 -0.22 0.06 0.43
H -4.7820 6.9684 4.1475 -0.21 -0.37 0.08 0.34
C 6.0075 -6.7499 1.7367 -0.68 0.84 0.33 -1.34
C 5.2309 -5.9270 0.7077 -0.67 -0.04 0.27 -0.42
N 4.1165 -5.1983 1.3131 -0.50 -0.32 -0.07 0.11
C 3.2876 -4.5422 0.2719 0.42 -0.05 1.42 -0.72
C 2.0292 -3.9115 0.8447 -0.17 -0.10 -0.35 -0.97
C 4.4651 -4.3134 2.4209 0.21 -0.40 -0.27 -0.30
C 5.3815 -3.1280 2.0732 -0.55 -0.19 -0.12 -0.79
H 6.6010 -7.5258 1.2650 0.20 0.02 0.11 0.41
H 5.2492 -7.1740 2.4009 0.08 -0.41 -0.18 0.36
H 6.5814 -6.1051 2.4056 0.48 -0.16 -0.29 0.26
H 5.8404 -5.2412 0.1044 0.40 -0.17 -0.05 0.38
H 4.7587 -6.6450 0.0338 0.11 0.11 -0.27 0.37
H 3.9402 -3.7690 -0.1494 -0.33 -0.08 -0.85 0.51
H 2.9570 -5.3147 -0.4216 0.47 0.11 -0.34 0.33
H 2.2292 -3.0149 1.4281 -0.12 0.03 0.04 0.05
H 1.3442 -3.6407 0.0397 0.11 0.23 -0.01 0.42
H 1.4750 -4.6447 1.4310 0.16 0.03 0.19 0.37
H 4.9799 -4.9334 3.1601 -0.07 0.11 0.08 0.47
H 3.5225 -4.0238 2.8799 0.08 0.33 0.09 -0.08
H 5.6006 -2.5567 2.9750 0.30 -0.07 -0.01 0.45
H 4.9325 -2.4303 1.3646 -0.15 -0.05 0.00 -0.02
H 6.2795 -3.5258 1.5982 0.24 0.22 0.23 0.28
C 5.1189 2.8230 -2.1386 -0.12 -0.22 -0.11 -1.89
C 4.0282 1.7496 -2.2316 1.45 -0.21 0.33 0.26
N 4.5844 0.5007 -2.7743 0.13 0.43 -0.34 0.05
C 3.6926 -0.6417 -2.6034 -0.16 0.04 0.33 0.23
C 3.4536 -0.9782 -1.1297 0.06 -0.03 -0.25 -0.85
C 5.0793 0.6544 -4.1440 0.24 -0.04 0.28 -0.95
C 4.0255 1.0084 -5.2029 0.32 -0.57 0.69 -0.51
H 5.3224 3.2660 -3.1141 0.14 0.14 0.09 0.32
H 6.0210 2.3489 -1.7490 0.09 0.10 -0.09 0.41
H 4.8248 3.6027 -1.4344 -0.06 0.10 -0.13 0.47
H 3.8037 1.5288 -1.1891 -0.79 0.03 -0.18 0.48
H 3.1960 2.1626 -2.8096 -0.42 -0.30 0.22 -0.09
H 2.7133 -0.4506 -3.0648 -0.05 -0.15 -0.06 -0.16
H 4.1282 -1.5095 -3.1039 0.13 0.11 -0.11 0.49
H 3.0808 -1.9964 -1.0310 -0.31 0.10 -0.08 0.10
H 4.3836 -0.9559 -0.5575 0.07 0.24 -0.06 0.25
H 2.7230 -0.2912 -0.7064 0.00 -0.16 0.28 -0.15
H 5.6113 -0.2629 -4.4149 -0.33 -0.18 -0.02 0.45
H 5.8861 1.3928 -4.1432 -0.16 0.18 0.05 0.38
H 4.4869 0.8561 -6.1778 -0.32 0.31 -0.19 0.49
H 3.6409 2.0146 -5.0461 0.09 0.13 -0.33 0.19
H 3.1899 0.3203 -5.0709 -0.06 -0.03 -0.34 -0.02
C -3.6254 -2.4555 1.8178 0.03 0.56 0.63 0.72
O -3.6488 -3.4022 1.0730 -0.05 -0.19 0.16 -0.68
N -4.6603 -2.0674 2.6269 0.10 -0.54 -0.70 0.40
C -4.6354 -0.8499 3.4149 -0.47 -1.04 -0.10 -0.79
C -5.8766 -2.8501 2.6360 -0.44 0.97 0.74 -1.26
H -2.7706 -1.7759 1.9844 0.21 -0.21 -0.41 -0.12
H -3.6154 -0.5712 3.6742 -0.03 0.22 -0.13 0.09
H -5.1854 -1.1241 4.3217 0.14 0.55 0.19 0.36
H -5.1762 -0.0663 2.8768 0.14 0.26 0.27 0.25
H -6.0000 -3.2896 3.6336 0.04 -0.44 -0.20 0.31
H -6.7370 -2.1724 2.5459 0.02 -0.04 -0.27 0.35
H -5.9065 -3.5763 1.8344 0.27 -0.14 0.06 0.36
C -1.3125 3.7965 -1.8025 0.42 0.07 -0.25 0.64
O -2.2614 4.3710 -2.2956 -0.27 0.04 0.09 -0.72
N -0.0664 4.3063 -1.6648 0.55 -0.19 -0.40 0.27
C 0.3161 5.5773 -2.2265 -0.04 0.26 -0.20 -1.13
C 0.9702 3.3633 -1.2584 -0.05 -0.22 0.91 -0.56
H -1.3187 2.7574 -1.4365 -0.38 -0.05 0.11 0.01
H -0.5804 6.1077 -2.5400 -0.03 0.05 0.21 0.39
H 0.9505 5.4894 -3.1152 -0.01 -0.32 -0.01 0.33
H 0.8880 6.1649 -1.5062 -0.17 0.07 0.12 0.32
H 1.9841 3.7393 -1.3754 -0.16 0.34 -0.32 0.34
H 0.8513 3.1592 -0.1908 0.09 -0.20 -0.01 0.19
H 0.8874 2.4058 -1.7709 0.02 0.04 -0.08 -0.08
C -2.7583 -1.4790 -1.8339 0.01 -0.58 0.20 -0.14
O -2.8787 -2.6119 -1.4278 -0.07 -0.04 -0.50 -0.61
N -3.7296 -0.5336 -1.7593 0.01 1.08 -0.48 0.34
C -3.4335 0.8530 -2.0342 0.30 0.36 -0.54 0.39
C -5.0306 -0.8058 -1.2036 0.47 0.11 0.68 -0.85
H -1.8368 -1.1367 -2.3292 0.02 0.27 0.11 0.58
H -2.4920 0.9492 -2.5783 0.05 -0.23 0.04 -0.50
H -3.3303 1.5031 -1.1610 -0.13 -0.33 0.31 -0.44
H -4.1920 1.3107 -2.6743 -0.16 -0.13 0.01 0.44
H -5.0740 -0.3417 -0.2071 -0.16 -0.33 0.07 0.06
H -5.8225 -0.3261 -1.7839 0.07 -0.24 -0.28 0.34
H -5.1231 -1.8887 -1.1321 -0.27 0.09 0.10 0.36
C -0.6300 1.2786 4.6452 -0.19 -0.67 -0.25 0.82
O -1.3183 0.3795 5.0965 -0.24 0.25 0.04 -0.74
N 0.5099 1.7068 5.2086 0.20 0.09 0.74 0.20
C 1.3759 2.6465 4.5474 -0.24 0.80 0.10 -0.69
C 1.0007 1.1742 6.4688 0.63 0.07 -0.24 -1.07
H -0.8490 1.7898 3.6975 -0.12 -0.05 -0.09 -0.12
H 0.8976 2.9625 3.6213 0.28 -0.27 -0.23 -0.01
H 2.3831 2.2557 4.3945 -0.13 -0.26 -0.30 0.34
H 1.5036 3.5738 5.1224 -0.10 -0.15 0.24 0.32
H 1.1257 1.9811 7.1940 0.12 0.09 -0.05 0.35
H 0.3990 0.4092 6.9471 -0.45 0.01 -0.53 0.28
H 1.9766 0.7370 6.2386 0.11 -0.02 0.38 0.35
C -0.6455 -4.7299 3.6111 0.27 0.31 0.10 0.18
O -1.5544 -5.5296 3.6006 -0.22 -0.29 0.11 -0.63
N -0.6997 -3.4963 4.1553 -0.33 0.71 0.26 0.25
C 0.3665 -2.5147 4.1815 0.74 -0.29 0.58 0.06
C -1.8421 -3.0265 4.9006 -0.94 0.14 0.27 -1.04
H 0.3482 -4.9620 3.2009 0.05 0.08 -0.14 0.32
H 0.0917 -1.5098 3.8647 -0.42 -0.24 -0.45 -0.22
H 1.2491 -2.8283 3.6268 -0.16 -0.16 -0.19 -0.34
H 0.6617 -2.3922 5.2319 0.19 -0.01 0.02 0.39
H -2.6050 -3.7726 5.1202 0.36 -0.42 -0.39 0.32
H -1.5363 -2.6218 5.8690 0.26 0.06 -0.07 0.42
H -2.3556 -2.2200 4.3754 0.17 0.08 -0.05 0.20
```
Positions in Å, forces in eV/Å.